{"formula": "C4H9NO2", "method": "ωB97M-V with the def2-TZVPD basis set", "species": ["C", "C", "O", "C", "N", "C", "O", "H", "H", "H", "H", "H", "H", "H", "H", "H"], "xyz": [[-0.37671, -0.49845, 1.03072], [-1.87181, -0.30321, 0.73998], [-2.54828, -1.50563, 0.97708], [0.58418, 0.60281, 0.39176], [1.25036, 0.15540, -0.71967], [2.11424, 0.91452, -1.67829], [0.52920, 1.66400, 0.86625], [-0.23519, -0.48299, 2.12989], [-0.20343, -1.45973, 0.47171], [-2.11509, -0.20395, -0.44826], [-2.52657, 0.52326, 1.03856], [-2.64617, -1.71248, 1.90095], [1.07296, -0.84052, -0.91709], [2.99374, 0.30395, -1.93528], [1.53598, 1.00864, -2.69573], [2.44259, 1.83437, -1.15257]], "lowdin_charge": [-0.08, -0.30, -0.09, -0.54, -0.01, -0.06, 0.10, 0.12, 0.11, 0.16, 0.11, 0.08, 0.13, 0.07, 0.11, 0.09], "e_tot_ha": -363.00727, "de_lowest_kcal_mol": 49.1, "multiplicity": 1, "lumo_ha": 0.03030, "smiles": "CNC(=O)CCO", "gap_ev": 10.38, "largest_force_ha_per_bohr": 0.0988, "homo_ev": -9.559}



{"formula": "C34H60N8O6", "method": "ωB97M-V with the def2-TZVPD basis set", "species": ["C", "C", "O", "C", "H", "H", "H", "H", "H", "H", "C", "C", "O", "C", "H", "H", "H", "H", "H", "H", "C", "C", "O", "N", "C", "H", "H", "H", "H", "H", "H", "H", "C", "C", "O", "N", "C", "H", "H", "H", "H", "H", "H", "H", "C", "C", "O", "N", "C", "H", "H", "H", "H", "H", "H", "H", "C", "C", "O", "N", "C", "H", "H", "H", "H", "H", "H", "H", "N", "C", "C", "C", "C", "H", "H", "H", "H", "H", "N", "C", "C", "C", "C", "H", "H", "H", "H", "H", "N", "C", "C", "C", "C", "H", "H", "H", "H", "H", "N", "C", "C", "C", "C", "H", "H", "H", "H", "H"], "xyz": [[-30.19179, -14.90063, -13.55737], [-29.22943, -13.70784, -13.20317], [-28.54177, -13.72074, -12.20300], [-29.07610, -12.58290, -14.19676], [-30.90144, -14.52660, -14.29534], [-30.76079, -15.23810, -12.69110], [-29.63020, -15.76985, -13.89969], [-30.05919, -12.11293, -14.22462], [-28.79421, -12.98292, -15.17074], [-28.37366, -11.78975, -13.94067], [-31.21810, -18.33140, -8.24719], [-32.72727, -18.09657, -8.23780], [-33.15410, -17.05667, -7.93078], [-33.51975, -19.29984, -8.70961], [-30.90512, -18.63887, -7.24939], [-30.63391, -17.50827, -8.65865], [-31.01509, -19.24268, -8.80973], [-33.51936, -19.26480, -9.79905], [-34.57143, -19.18746, -8.44603], [-33.06284, -20.23851, -8.39623], [-26.66481, -5.96443, -8.38453], [-26.03138, -7.10638, -7.53803], [-25.01840, -7.03027, -6.86884], [-26.54948, -8.31912, -7.59517], [-27.72539, -8.69487, -8.36771], [-26.61353, -6.08811, -9.46627], [-26.30779, -4.97243, -8.10781], [-27.72265, -6.06375, -8.14121], [-26.23191, -9.06398, -6.99151], [-27.85383, -8.03877, -9.22859], [-28.56537, -8.63074, -7.67604], [-27.63514, -9.69906, -8.78190], [-23.66268, -16.50767, -12.46856], [-24.24091, -17.96797, -12.72538], [-25.01188, -18.45761, -11.92038], [-23.57179, -18.62572, -13.71168], [-23.83963, -20.04222, -14.00099], [-22.78275, -16.35136, -13.09258], [-23.31354, -16.34607, -11.44871], [-24.34495, -15.66760, -12.59842], [-23.05500, -18.01689, -14.33003], [-22.87434, -20.51246, -13.81341], [-24.23821, -20.17017, -15.00740], [-24.51637, -20.51601, -13.28990], [-19.59952, -7.87228, -9.72095], [-19.92378, -6.45139, -9.19260], [-19.42458, -6.18680, -8.10546], [-20.53303, -5.53773, -9.95666], [-21.12083, -5.87218, -11.22574], [-20.31365, -8.45223, -9.13632], [-18.54326, -8.02211, -9.49748], [-19.74332, -7.97432, -10.79659], [-20.60631, -4.57805, -9.65050], [-21.97362, -5.20830, -11.36759], [-21.47018, -6.90468, -11.22867], [-20.53873, -5.64567, -12.11901], [-25.96473, -11.88534, 3.60407], [-25.19064, -11.78289, 2.29065], [-25.11636, -12.85610, 1.58567], [-24.57754, -10.64443, 2.02534], [-23.80134, -10.32250, 0.84010], [-25.62072, -12.76968, 4.14044], [-27.03507, -11.90334, 3.39871], [-25.73051, -10.97195, 4.15085], [-24.57030, -9.84188, 2.63850], [-24.38372, -9.80806, 0.07572], [-23.37984, -11.13494, 0.24817], [-23.00091, -9.60181, 1.00746], [-25.57813, -13.35574, -7.29333], [-26.55571, -13.80432, -6.38963], [-26.15681, -13.25378, -5.19424], [-25.03364, -12.57946, -5.26450], [-24.60085, -12.67505, -6.60355], [-25.72178, -13.34356, -8.29299], [-27.44253, -14.21316, -6.85091], [-26.68461, -13.22260, -4.25251], [-24.54576, -12.15169, -4.40114], [-23.72992, -12.24516, -7.07586], [-31.99637, -11.81221, -4.32551], [-32.06005, -11.28736, -3.08709], [-33.41502, -11.09019, -2.75541], [-34.13392, -11.36738, -3.89752], [-33.26155, -11.93304, -4.83151], [-31.16018, -12.12985, -4.79454], [-31.08904, -11.24835, -2.61592], [-33.82169, -10.84229, -1.78609], [-35.20731, -11.28928, -3.98783], [-33.48811, -12.39633, -5.78042], [-16.99173, -13.87804, -5.49392], [-18.30501, -13.76754, -5.52119], [-18.88912, -14.67448, -6.32615], [-17.83880, -15.38437, -6.96967], [-16.68807, -14.83298, -6.41611], [-16.37332, -13.41694, -4.84196], [-18.80274, -13.11407, -4.82003], [-19.94402, -14.74360, -6.54710], [-17.92653, -16.09988, -7.77388], [-15.68187, -15.22081, -6.47567], [-29.32887, -16.74014, 0.88875], [-30.52321, -17.44910, 0.60269], [-30.91382, -18.12318, 1.74354], [-29.96732, -17.98317, 2.72954], [-28.88681, -17.24442, 2.11085], [-28.89474, -16.03981, 0.30466], [-30.92783, -17.35411, -0.39414], [-31.86785, -18.62935, 1.73742], [-29.91811, -18.42764, 3.71261], [-27.95967, -16.85650, 2.50624]], "lowdin_charge": [-0.01, -0.47, 0.05, -0.04, 0.07, 0.07, 0.08, 0.08, 0.08, 0.08, -0.03, -0.54, 0.11, -0.03, 0.09, 0.08, 0.07, 0.09, 0.08, 0.08, 0.00, -0.56, 0.02, 0.00, -0.08, 0.08, 0.08, 0.07, 0.15, 0.07, 0.09, 0.08, 0.00, -0.52, 0.03, -0.01, -0.06, 0.05, 0.07, 0.07, 0.12, 0.08, 0.08, 0.08, 0.00, -0.55, 0.01, 0.02, -0.10, 0.09, 0.08, 0.05, 0.15, 0.08, 0.08, 0.08, 0.00, -0.52, -0.03, 0.01, -0.07, 0.09, 0.08, 0.06, 0.14, 0.08, 0.09, 0.08, 0.00, -0.10, -0.19, -0.14, -0.11, 0.14, 0.10, 0.10, 0.10, 0.10, -0.01, -0.14, -0.12, -0.13, -0.13, 0.15, 0.10, 0.09, 0.09, 0.10, 0.02, -0.21, -0.12, -0.09, -0.16, 0.16, 0.11, 0.09, 0.09, 0.10, 0.01, -0.13, -0.16, -0.11, -0.11, 0.14, 0.10, 0.09, 0.08, 0.09], "e_tot_ha": -2220.87157, "multiplicity": 1, "lumo_ha": 0.00736, "smiles": "c1cc[nH]c1.c1cc[nH]c1.c1cc[nH]c1.c1cc[nH]c1.CNC(C)=O.CNC(C)=O.CNC(C)=O.CNC(C)=O.CC(C)=O.CC(C)=O", "gap_ev": 7.87, "largest_force_ha_per_bohr": 0.1134, "homo_ev": -7.670}



{"formula": "C21H18BN3O3PtS2", "method": "ωB97M-V with the def2-TZVPD basis set", "species": ["Pt", "C", "C", "O", "N", "C", "C", "C", "C", "C", "C", "N", "H", "H", "H", "H", "H", "H", "H", "H", "H", "H", "S", "C", "N", "C", "C", "C", "C", "C", "C", "S", "H", "H", "H", "H", "O", "B", "O", "C", "C", "C", "C", "C", "C", "H", "H", "H", "H"], "xyz": [[0.38437, 1.10932, -0.42170], [3.61870, -0.51262, 2.67044], [2.63378, 0.58805, 2.36730], [1.42876, 0.41007, 2.33109], [3.18764, 1.81572, 2.16567], [2.40830, 2.94270, 1.66347], [2.71120, 3.16637, 0.19938], [3.38077, 4.30399, -0.22403], [3.73543, 4.42960, -1.55858], [3.44299, 3.39133, -2.42467], [2.78463, 2.28210, -1.92822], [2.41117, 2.16609, -0.65058], [3.07051, -1.41417, 2.92704], [4.27684, -0.23316, 3.49203], [4.22358, -0.71039, 1.78439], [4.18580, 1.86888, 2.04417], [2.63679, 3.83060, 2.25288], [1.35683, 2.67766, 1.79843], [3.62724, 5.07748, 0.49030], [4.25734, 5.31156, -1.90390], [3.72158, 3.43508, -3.46730], [2.55999, 1.44006, -2.56795], [-0.46536, 2.78933, -2.11104], [-1.58807, 1.55122, -2.34972], [-1.65786, 0.56340, -1.50116], [-2.62175, -0.35916, -1.84122], [-2.94441, -1.51902, -1.14075], [-3.93873, -2.34340, -1.63142], [-4.63081, -2.02278, -2.79805], [-4.33089, -0.86903, -3.50243], [-3.32288, -0.04707, -3.02353], [-2.71679, 1.45122, -3.69049], [-2.42367, -1.75398, -0.22328], [-4.17645, -3.25585, -1.10089], [-5.41246, -2.68017, -3.15449], [-4.86460, -0.62073, -4.40978], [-1.28807, -0.53862, 1.38374], [-0.29207, -0.59567, 0.41098], [0.01174, -1.92708, 0.12739], [-0.80935, -2.68134, 0.91774], [-0.94644, -4.05040, 0.98221], [-1.89957, -4.54555, 1.86810], [-2.66900, -3.69744, 2.65453], [-2.53279, -2.31420, 2.58106], [-1.59689, -1.82767, 1.69432], [-0.34435, -4.70198, 0.36454], [-2.05134, -5.61411, 1.93948], [-3.39844, -4.12014, 3.33215], [-3.13293, -1.64610, 3.18237]], "lowdin_charge": [0.85, 0.01, -0.53, 0.02, 0.07, -0.11, -0.26, -0.01, -0.05, -0.05, -0.17, -0.02, 0.09, 0.08, 0.09, 0.14, 0.12, 0.12, 0.11, 0.11, 0.11, 0.11, 0.51, -1.15, -0.06, -0.27, 0.01, -0.06, -0.09, -0.10, -0.46, 1.03, 0.08, 0.11, 0.10, 0.11, 0.14, -0.68, 0.15, -0.23, 0.01, -0.09, -0.09, 0.01, -0.24, 0.12, 0.10, 0.10, 0.12], "e_tot_ha": -2141.66782, "de_lowest_kcal_mol": 55.0, "multiplicity": 1, "lumo_ha": -0.00663, "gap_ev": 7.04, "largest_force_ha_per_bohr": 0.0686, "homo_ev": -7.217}



{"formula": "C5H8O", "method": "ωB97M-V with the def2-TZVPD basis set", "species": ["C", "C", "C", "C", "O", "C", "H", "H", "H", "H", "H", "H", "H", "H"], "xyz": [[1.54261, 0.07748, -0.43357], [0.60328, 0.25156, 0.73777], [-0.75552, 0.85224, 0.41769], [-1.44494, -0.22243, -0.45807], [-0.51735, -1.27969, -0.69698], [0.66358, -1.05173, 0.01497], [1.28003, 0.57177, -1.36638], [2.60890, 0.01622, -0.23176], [1.00901, 0.35086, 1.74043], [-0.66409, 1.80550, -0.11560], [-1.32283, 1.04252, 1.33418], [-1.76313, 0.18005, -1.42590], [-2.32961, -0.63983, 0.04025], [1.09006, -1.95451, 0.44297]], "lowdin_charge": [-0.05, -0.22, -0.12, -0.17, -0.09, -0.29, 0.12, 0.10, 0.13, 0.11, 0.11, 0.12, 0.12, 0.15], "e_tot_ha": -270.50413, "de_lowest_kcal_mol": 33.7, "multiplicity": 1, "lumo_ha": 0.04244, "smiles": "C1C[C@@H]2C[C@@H]2O1", "gap_ev": 10.24, "largest_force_ha_per_bohr": 0.0064, "homo_ev": -9.086}